Entry 1:
ORCA calculation (the ωB97M-V functional and the def2-TZVPD basis) on a cluster of 9 separate species, C28H52F18N2O20PS6 in total.

```
! RIJCOSX wB97M-V def2-TZVPD def2/J DEFGRID3
* xyz -3 1
C -3.85834 3.04241 -20.30487
C -2.68537 2.18917 -20.05043
O -1.50053 2.54468 -20.15926
N -3.01528 0.79977 -19.54958
H -2.54863 0.42783 -18.73471
H -3.92570 0.93865 -19.13493
C -2.97996 -0.22836 -20.64124
H -3.53536 3.98372 -20.74951
H -4.19726 3.38404 -19.32685
H -4.58902 2.60718 -20.98662
H -3.17670 -1.10357 -20.02203
H -2.01157 -0.28534 -21.13830
H -3.73650 -0.01313 -21.39584
C 4.34715 3.19844 -19.04219
C 4.14924 3.12965 -17.55073
O 4.65575 3.92809 -16.71486
N 3.28160 1.95547 -17.11681
H 2.43763 2.15982 -16.60104
H 2.92430 1.45374 -17.91726
C 4.04258 1.01950 -16.15978
H 3.34708 3.37526 -19.43802
H 4.71999 2.25752 -19.44690
H 5.17134 3.88698 -19.22847
H 4.30053 1.48512 -15.20858
H 4.88083 0.58023 -16.70060
H 3.28934 0.28468 -15.87558
C 6.54522 3.92940 -25.59209
C 6.49706 5.13584 -26.62478
C 6.04883 6.50340 -26.06752
C 6.89198 6.99080 -24.90607
P 8.62535 7.68263 -25.07694
C 9.11129 8.41585 -23.42969
C 10.64503 8.59894 -23.27094
C 10.84755 9.84597 -22.46502
C 10.57061 11.14430 -23.25978
C 8.57652 9.00728 -26.36132
C 7.58511 10.12661 -26.06008
C 7.40341 11.08267 -27.30543
C 6.25631 12.07272 -27.13370
C 9.85772 6.33547 -25.66603
C 10.18647 6.48680 -27.17297
C 11.07691 5.39730 -27.69585
C 11.16363 5.32717 -29.16292
H 7.36242 4.03737 -24.87892
H 6.72023 2.97078 -26.08047
H 5.58955 3.75605 -25.09738
H 5.86160 4.84491 -27.46123
H 7.48333 5.20483 -27.08368
H 4.96657 6.45761 -25.94623
H 6.02371 7.16084 -26.93657
H 7.12032 6.18471 -24.20879
H 6.41399 7.73046 -24.26378
H 8.85607 7.64577 -22.70173
H 8.44775 9.26668 -23.27510
H 11.20883 8.52807 -24.20110
H 11.03935 7.79139 -22.65413
H 11.88100 9.97919 -22.14512
H 10.31396 9.84246 -21.51458
H 9.87021 11.86332 -22.83486
H 10.23268 10.89382 -24.26535
H 11.54654 11.61404 -23.38226
H 8.20761 8.52825 -27.26825
H 9.59550 9.37409 -26.48471
H 7.82148 10.67024 -25.14537
H 6.66888 9.54841 -25.94049
H 7.07752 10.51681 -28.17818
H 8.38068 11.48627 -27.57031
H 6.73137 13.01631 -27.40211
H 5.93960 12.07358 -26.09073
H 5.36127 11.96728 -27.74681
H 9.31858 5.38884 -25.70228
H 10.78981 6.30933 -25.10158
H 10.72613 7.40171 -27.41751
H 9.25884 6.51153 -27.74480
H 10.68791 4.40558 -27.46505
H 12.09877 5.60502 -27.37843
H 11.78592 6.15667 -29.49874
H 10.18238 5.19799 -29.61959
H 11.66958 4.44087 -29.54576
C 1.94491 -4.32304 -20.09555
F 2.79352 -5.28132 -20.30468
F 0.84872 -4.45005 -20.85886
F 1.61609 -4.38444 -18.82044
S 2.80032 -2.60167 -20.50813
O 4.02046 -2.62131 -19.73700
O 3.05957 -2.39369 -21.95777
O 1.87057 -1.59234 -19.90906
C -1.51581 -3.97780 -13.78376
F -0.25374 -4.17862 -13.41247
F -1.73873 -4.54609 -15.02241
F -2.38668 -4.49247 -12.86354
S -1.98432 -2.01129 -13.99275
O -1.18817 -1.53817 -15.07928
O -3.45586 -1.84869 -14.23100
O -1.62496 -1.37145 -12.78146
C 10.13554 0.69438 -21.79005
F 8.86508 0.33709 -21.79218
F 11.01212 -0.23091 -21.32174
F 10.60584 1.02344 -23.04334
S 10.24254 2.26262 -20.58830
O 11.66604 2.58762 -20.62740
O 9.41230 3.26543 -21.21490
O 9.73743 1.79554 -19.30482
C -2.60206 6.39887 -14.73427
F -3.60987 6.69689 -13.86948
F -2.87625 6.70818 -16.01184
F -1.46560 7.05920 -14.37998
S -2.21380 4.47812 -14.62061
O -3.44387 3.77591 -15.05019
O -1.05325 4.20424 -15.45009
O -1.89138 4.18639 -13.23036
C 0.66679 9.01840 -21.11521
F 1.54517 8.26361 -20.39719
F 0.31846 8.34357 -22.18891
F -0.35188 9.51821 -20.38346
S 1.75441 10.57016 -21.62873
O 0.91140 11.75784 -21.47736
O 2.94047 10.59933 -20.70472
O 2.09937 10.31266 -23.04886
C 10.36433 -2.58216 -11.77161
F 11.07788 -1.87365 -10.86198
F 11.17010 -2.88833 -12.84962
F 9.93656 -3.72500 -11.17770
S 8.84766 -1.52282 -12.38715
O 8.03790 -2.25922 -13.37108
O 8.12283 -1.25371 -11.16198
O 9.44875 -0.25441 -12.88681
*
```

Its HOMO energy is -2.8 eV. The value obtained for the molar mass is 1302.06 g/mol. The total energy comes out at -197019.2823 eV.

Entry 2:
ORCA calculation (the ωB97M-V functional and the def2-TZVPD basis) on an isolated molecule of C4H4F2O.

```
! RIJCOSX wB97M-V def2-TZVPD def2/J DEFGRID3
* xyz 0 1
C 0.41766 1.30593 -0.02902
C 0.12461 0.04253 -0.09832
C 1.23980 -0.87895 0.06084
O 1.21144 -2.07685 0.14667
C -1.30552 -0.30332 -0.04187
F -1.50285 -1.23774 -0.99852
F -1.56251 -0.84995 1.19043
H 1.43792 1.64081 0.11414
H -0.25600 2.15716 -0.13158
H 2.19658 -0.33872 0.01059
H -2.00114 0.53909 -0.22337
*
```

For the energy above the lowest of the compared OMol25 structures with the same formula, charge and spin, the calculation gives 72.98 kJ/mol. Its HOMO energy is -10.3 eV. The value obtained for the molar mass is 106.07 g/mol. The total energy comes out at -11693.9795 eV. Its SMILES is C=C(C=O)C(F)F.

Entry 3:
ORCA calculation (the ωB97M-V functional and the def2-TZVPD basis) on an isolated molecule of C3H5NO2.

```
! RIJCOSX wB97M-V def2-TZVPD def2/J DEFGRID3
* xyz 0 1
O -0.57123 2.22499 0.29810
C -0.13364 1.13034 0.04630
N 0.43497 0.58071 -1.06800
C 0.53545 -0.79048 -0.56595
C -0.02678 -0.20566 0.81708
O -1.14870 -0.65808 1.50760
H 0.55918 0.97032 -1.99206
H 1.56387 -1.16425 -0.46976
H -0.01519 -1.50258 -1.19757
H 0.76498 -0.16178 1.57523
H -1.96289 -0.42352 1.04902
*
```

For the energy above the lowest of the compared OMol25 structures with the same formula, charge and spin, the calculation gives 132.62 kJ/mol. Its HOMO energy is -9.8 eV. The value obtained for the molar mass is 87.08 g/mol. The total energy comes out at -8776.3202 eV. Its SMILES is O=C1NC[C@@H]1O.

Entry 4:
ORCA calculation (the ωB97M-V functional and the def2-TZVPD basis) on a cluster of 2 separate species, C8H8 in total.

```
! RIJCOSX wB97M-V def2-TZVPD def2/J DEFGRID3
* xyz 0 1
C 2.14115 0.77341 -0.59364
C 1.21495 1.48277 0.11228
C 0.33163 0.73999 0.88647
C 0.21353 -0.65081 0.75675
C 1.20741 -1.37852 0.09109
C 2.23957 -0.70921 -0.60833
H 2.73208 1.44125 -1.24261
H 1.34320 2.47935 0.17681
H -0.31691 1.25101 1.54166
H -0.40107 -1.14501 1.33288
H 1.37148 -2.51520 0.29997
H 2.72526 -1.35569 -1.45529
C -4.15686 0.22925 -0.52357
C -3.16066 -0.22022 -0.11314
H -5.12690 0.54319 -0.92495
H -2.35786 -0.96557 0.26363
*
```

For the energy above the lowest of the compared OMol25 structures with the same formula, charge and spin, the calculation gives 338.39 kJ/mol. Its HOMO energy is -9.2 eV. The value obtained for the molar mass is 104.15 g/mol. The total energy comes out at -8421.5134 eV. Its SMILES is c1ccccc1.C#C.

Question: What is the formula in the third record?
Answer: C3H5NO2

Question: What is the molar mass in the fourth record?
Answer: 104.15 g/mol

Question: The highest molar mass belongs to which entry?
Answer: C28H52F18N2O20PS6

Question: molar mass of number 2 (C4H4F2O)?
Answer: 106.07 g/mol